Record 1
Computed, not measured: a structure of composition C36H52CoN8O6SSi4, with ωB97M-V/def2-TZVPD.

Properties
* 2S+1: 2
* ⟨S²⟩: 1.16
* gap between HOMO and LUMO (alpha / beta): 6.40 / 5.97 eV
* charge: -2
* energy above the lowest of the compared OMol25 structures with the same formula, charge and spin: 23.6 kcal per mole

Element x y z (Å)
Co (0.647, 0.764, 0.120)
S (0.454, -0.178, 3.580)
Si (1.055, 2.948, -3.074)
Si (0.498, 0.823, -2.246)
Si (1.991, -0.725, -3.181)
Si (-1.497, 0.277, -3.338)
O (-6.851, 0.741, 1.745)
O (-1.063, -0.583, -0.098)
O (-6.989, -1.399, 1.513)
O (-1.194, 2.197, -0.207)
O (1.218, 0.252, 4.731)
O (0.626, -1.542, 3.134)
N (2.236, -3.494, 0.791)
N (-6.355, -0.347, 1.467)
N (0.607, 0.759, 2.328)
N (2.782, 1.231, -0.297)
N (1.020, 2.707, 1.248)
N (1.578, -1.194, 0.144)
N (5.097, 1.328, 0.523)
N (6.991, 2.874, 0.184)
C (-1.265, 0.146, -5.217)
C (-2.975, 0.876, 5.475)
C (0.773, 2.146, 2.436)
C (1.201, -2.446, -3.157)
C (-4.348, -1.650, 0.828)
C (0.835, 4.322, 3.462)
C (1.857, -2.255, 0.485)
C (-3.037, -1.705, 0.495)
C (3.627, -5.718, 1.889)
C (1.157, 4.023, 1.142)
C (0.970, 3.078, -4.970)
C (-1.246, -0.100, 4.118)
C (-3.915, -0.009, 4.957)
C (6.059, 2.185, 0.319)
C (-0.100, 4.325, -2.490)
C (-2.275, 2.044, 0.320)
C (-5.367, 0.077, 5.360)
C (0.698, 2.959, 3.590)
C (3.240, -4.168, -0.027)
C (2.375, -0.426, -5.020)
C (-2.853, 1.598, -3.157)
C (-1.648, 0.834, 5.066)
C (-2.935, 0.758, 0.534)
C (-2.256, -1.406, -2.915)
C (-2.170, -1.005, 3.608)
C (-4.253, 0.771, 0.930)
C (2.825, 3.455, -2.708)
C (4.296, -4.778, 0.883)
C (1.540, -4.305, 1.782)
C (2.563, -4.969, 2.696)
C (1.062, 4.890, 2.211)
C (-2.239, -0.503, 0.295)
C (-4.972, -0.399, 1.060)
C (-3.489, -0.959, 4.033)
C (3.710, -0.916, -2.445)
C (3.875, 1.338, 0.089)
H (1.933, -3.222, -3.414)
H (2.752, -4.962, -0.609)
H (-2.464, -1.971, -3.829)
H (1.477, 2.234, -5.447)
H (5.036, -5.310, 0.279)
H (2.992, 4.507, -2.963)
H (4.808, -3.972, 1.416)
H (4.369, -6.158, 2.559)
H (0.574, 2.511, 4.562)
H (-3.825, 1.143, -2.939)
H (-4.206, -1.671, 3.634)
H (4.190, -1.825, -2.828)
H (2.854, -1.307, -5.468)
H (-2.542, -2.653, 0.325)
H (1.453, 4.003, -5.315)
H (-2.844, 2.941, 0.652)
H (2.048, -5.650, 3.378)
H (-1.836, -1.746, 2.893)
H (-0.726, 1.000, -5.632)
H (0.941, -5.070, 1.268)
H (0.402, 5.299, -2.498)
H (-4.751, 1.718, 1.112)
H (-5.953, 0.561, 4.576)
H (-2.247, 0.088, -5.710)
H (3.037, -4.187, 3.296)
H (-2.941, 2.183, -4.079)
H (-0.066, 3.090, -5.326)
H (3.087, 3.298, -1.660)
H (0.882, -3.653, 2.349)
H (-3.188, -1.295, -2.352)
H (1.181, 5.957, 2.074)
H (4.335, -0.057, -2.711)
H (-0.920, 1.497, 5.508)
H (-4.941, -2.549, 0.930)
H (3.512, 2.841, -3.301)
H (3.151, -6.541, 1.341)
H (3.683, -0.952, -1.355)
H (-5.488, 0.660, 6.274)
H (1.366, 4.390, 0.139)
H (0.373, -2.502, -3.872)
H (-2.630, 2.296, -2.346)
H (3.057, 0.424, -5.138)
H (0.791, -2.669, -2.164)
H (0.771, 4.950, 4.343)
H (-0.706, -0.759, -5.479)
H (3.666, -3.451, -0.726)
H (1.471, -0.205, -5.594)
H (-1.576, -1.994, -2.292)
H (-5.797, -0.915, 5.517)
H (-0.460, 4.129, -1.476)
H (-0.977, 4.380, -3.144)
H (-3.282, 1.603, 6.220)

***

Record 2
Computed, not measured: a structure of composition C36H53MnN4OP2, with ωB97M-V/def2-TZVPD.

Properties
* 2S+1: 6
* ⟨S²⟩: 8.78
* gap between HOMO and LUMO (alpha / beta): 6.63 / 7.27 eV
* charge: +1

Element x y z (Å)
Mn (-0.166, 0.658, 0.227)
P (1.174, -0.839, 1.898)
P (-2.129, 1.277, -1.020)
O (-1.463, 1.660, 2.708)
N (1.019, 2.268, -0.008)
N (-1.685, -1.025, 0.714)
N (3.528, 5.550, -0.584)
N (0.677, -0.576, -0.970)
C (-3.001, -0.922, 0.474)
C (1.934, -4.964, -3.375)
C (-3.604, 0.672, -3.409)
C (-1.701, 3.945, -1.803)
C (3.059, -1.091, 1.579)
C (-2.695, 3.096, -0.995)
C (-1.120, -2.228, 0.956)
C (-2.216, 0.516, -2.771)
C (-2.664, 3.600, 0.457)
C (3.872, -0.778, 2.841)
C (-4.126, 3.261, -1.536)
C (3.514, -0.101, 0.496)
C (-3.489, 0.398, -0.102)
C (-3.851, -2.000, 0.711)
C (-1.897, -0.991, -2.704)
C (-0.858, 1.293, 1.756)
C (1.159, -2.901, -1.643)
C (-1.151, 1.188, -3.649)
C (-1.913, -3.357, 1.172)
C (1.185, -5.257, -2.231)
C (1.471, -2.539, 4.158)
C (3.369, -2.516, 1.092)
C (1.279, 0.006, 4.528)
C (1.241, 3.171, 0.989)
C (2.063, 4.274, 0.828)
C (0.380, -2.232, 0.928)
C (2.519, 3.523, -1.429)
C (0.796, -1.221, 3.715)
C (-3.300, -3.230, 1.061)
C (-0.720, -1.359, 3.919)
C (2.262, -3.635, -3.680)
C (1.681, 2.443, -1.196)
C (2.722, 4.475, -0.403)
C (1.860, -2.600, -2.828)
C (0.789, -4.229, -1.373)
C (0.799, -1.807, -0.710)
H (3.689, -1.488, 3.655)
H (-0.910, -1.445, 4.999)
H (0.807, -3.205, 1.204)
H (-1.365, 2.244, -3.847)
H (2.835, -3.400, -4.582)
H (0.639, 0.128, 5.413)
H (2.262, -5.770, -4.035)
H (0.909, -6.289, -1.996)
H (-4.545, 4.192, -1.125)
H (-1.651, 3.593, 0.877)
H (-4.153, 3.359, -2.628)
H (0.752, 2.986, 1.947)
H (3.003, -0.266, -0.459)
H (0.716, -3.205, 4.601)
H (3.667, 6.223, 0.156)
H (-1.864, 5.006, -1.557)
H (-3.331, 3.035, 1.118)
H (2.079, -1.550, -3.054)
H (4.461, -2.612, 0.986)
H (-3.587, 0.139, -4.373)
H (4.595, -0.235, 0.329)
H (-1.262, -0.481, 3.561)
H (3.686, 0.242, 3.200)
H (-2.358, -1.500, -3.564)
H (-1.839, 3.842, -2.886)
H (1.943, -3.104, 3.345)
H (3.015, 3.623, -2.393)
H (3.038, -3.298, 1.784)
H (-4.360, 0.218, -0.750)
H (3.344, 0.938, 0.803)
H (-0.660, 3.702, -1.550)
H (-3.831, 1.041, 0.727)
H (-1.123, 0.669, -4.619)
H (-3.934, -4.100, 1.207)
H (-1.123, -2.254, 3.434)
H (2.195, 4.970, 1.655)
H (-4.398, 0.220, -2.801)
H (-3.863, 1.713, -3.626)
H (2.931, -2.710, 0.105)
H (-4.798, 2.447, -1.231)
H (-0.151, 1.108, -3.199)
H (4.013, 5.708, -1.452)
H (0.178, -4.448, -0.496)
H (-2.279, -1.470, -1.797)
H (-3.013, 4.644, 0.458)
H (2.221, -2.358, 4.940)
H (-4.920, -1.848, 0.575)
H (4.941, -0.847, 2.587)
H (1.203, 0.938, 3.949)
H (-0.817, -1.168, -2.746)
H (-1.434, -4.304, 1.426)
H (1.531, 1.656, -1.940)
H (2.310, -0.104, 4.881)